A molecular structure, C36H20CaF12N4OSSb. Source: the Open Molecules 2025 dataset; level of theory: ωB97M-V/def2-TZVPD.

Geometry as XYZ:
```
76
Properties=species:S:1:pos:R:3:forces:R:3
Ca -2.654882 1.406047 0.290896 -0.12 -0.07 -0.06
O -3.263129 3.268754 -0.651556 0.00 0.05 0.07
S -3.996038 4.327157 -1.482869 0.01 -0.02 -0.04
C -4.948860 3.378439 -2.708165 0.01 0.01 -0.01
C -4.157289 3.339187 -4.023505 0.00 0.00 0.00
C -2.703606 3.674853 -3.698315 -0.01 -0.01 0.00
C -2.777791 4.830471 -2.710046 0.00 0.00 0.01
H -5.930267 3.841649 -2.795258 0.00 0.00 0.00
H -5.061144 2.393188 -2.257214 0.00 0.00 0.00
H -4.561556 4.079099 -4.715606 0.00 0.00 0.00
H -4.251542 2.358780 -4.485159 0.00 0.00 0.00
H -2.140493 3.956508 -4.587616 0.00 0.00 0.00
H -2.205825 2.817241 -3.242382 -0.01 0.00 -0.01
H -3.171824 5.740708 -3.169517 0.00 0.00 0.00
H -1.860534 5.074400 -2.175467 0.00 0.00 0.00
F 2.248148 2.121997 -5.675879 0.00 0.00 0.00
C 1.905958 1.838047 -4.413315 0.00 0.00 0.00
C 1.091829 2.724702 -3.733006 0.00 0.00 0.00
C 0.735195 2.419104 -2.429490 0.00 0.00 0.00
C 1.195903 1.255752 -1.816709 0.00 -0.01 0.00
C 2.016612 0.387884 -2.529588 0.00 0.00 0.00
C 2.376976 0.673610 -3.838529 0.00 0.00 0.00
Sb 0.587609 0.868023 0.169849 -0.04 0.05 0.03
C 1.521411 -1.008498 0.511567 -0.01 -0.02 0.00
C 2.679361 -1.089330 1.280617 0.02 0.00 0.00
C 3.294850 -2.313597 1.507841 -0.01 0.00 0.00
C 2.728940 -3.444961 0.953507 0.01 0.00 -0.02
F 3.303766 -4.636504 1.193615 -0.02 0.01 0.01
C 1.584876 -3.403840 0.177587 0.01 -0.01 0.00
C 0.981208 -2.172876 -0.037596 0.02 0.01 0.02
C 1.949876 2.105792 1.212250 0.01 -0.01 0.00
C 3.069004 2.639199 0.576561 0.00 0.00 0.00
C 3.973319 3.421311 1.278643 0.00 0.00 0.00
C 3.740706 3.654891 2.620869 0.00 0.00 0.00
F 4.610254 4.408862 3.302980 -0.01 0.00 0.00
C 2.643038 3.139922 3.284954 0.00 0.00 0.00
C 1.745344 2.364568 2.566773 0.00 0.00 0.00
H 0.756704 3.627514 -4.225574 0.00 0.00 0.00
H 0.096792 3.111241 -1.887438 0.00 0.00 0.00
H 2.382913 -0.522683 -2.071072 0.00 0.00 0.00
H 3.011627 0.011978 -4.411796 0.00 0.00 0.00
H 3.117604 -0.196831 1.710602 0.00 0.00 0.00
H 4.197321 -2.393965 2.099925 0.00 0.00 0.00
H 1.191846 -4.315530 -0.253825 0.00 0.00 0.00
H 0.092459 -2.132750 -0.651797 -0.04 0.00 -0.03
H 3.244862 2.446996 -0.475196 0.00 0.00 0.00
H 4.848232 3.845328 0.805309 0.00 0.00 0.00
H 2.506256 3.348841 4.336960 0.00 0.00 0.00
H 0.884020 1.954471 3.083995 0.00 0.00 0.00
F -4.493198 -0.578326 -1.158894 -0.02 0.04 0.02
C -3.228456 -0.115747 -1.548473 0.03 0.10 -0.02
F -3.470451 0.587973 -2.739325 0.02 -0.02 -0.01
C -2.477343 -1.357189 -1.987706 -0.01 -0.04 0.04
F -1.240887 -1.016835 -2.413581 0.00 -0.01 0.00
F -2.305569 -2.172708 -0.910353 0.04 0.01 -0.02
F -3.051321 -2.079849 -2.942640 0.01 0.00 0.00
F -1.802793 -5.411750 1.928483 -0.01 0.01 0.00
C -0.982859 -4.549540 2.504951 0.00 0.00 0.01
C 0.172077 -4.993243 3.023816 0.00 0.00 0.01
F 0.453619 -6.277570 2.941341 0.00 0.00 0.01
C 1.141791 -4.113053 3.656713 -0.01 -0.01 0.01
C 0.755947 -2.709918 3.675913 -0.01 0.01 -0.01
C -0.390690 -2.274076 3.139193 0.01 0.01 0.00
F -0.670968 -0.970121 3.190530 0.04 -0.02 0.02
C -1.367288 -3.153001 2.534931 -0.01 -0.04 0.01
C -2.563387 -2.712952 2.046712 -0.06 -0.03 0.05
C -2.929072 -1.330646 2.040998 0.00 0.04 0.00
N -3.273079 -0.234987 1.983697 0.11 -0.04 -0.05
C -3.585054 -3.546172 1.483969 0.04 0.00 -0.06
N -4.453835 -4.132750 1.015761 -0.01 -0.01 0.04
F 1.553933 -1.836355 4.260029 0.01 0.01 -0.01
C 2.318191 -4.562253 4.163342 0.06 -0.02 -0.07
C 2.716225 -5.940050 4.166712 -0.02 0.00 0.02
N 3.100871 -7.020164 4.224071 0.01 0.00 -0.01
C 3.315628 -3.692926 4.719361 -0.11 0.04 0.12
N 4.127928 -3.030944 5.188638 0.06 -0.02 -0.07
```
Forces are in eV/Å.

F_max, eV/A: 0.17
Lowest unoccupied orbital energy, Eh: -0.2122
Kohn-Sham gap, Eh: 0.212
DFT total energy, Eh: -4192.259099
Total charge: +1